(1)
Density functional theory data (wB97M-V/def2-TZVPD) for a structure of composition C6H18KO8P2.

XYZ file:
```
35
Properties=species:S:1:pos:R:3:forces:R:3:mulliken_charge:R:1
K 0.304 -0.780 2.935 0.0 -0.3 0.0 -0.317
C 0.214 2.663 1.981 -0.4 -0.9 -0.1 -0.125
O 0.399 3.372 0.759 -0.1 0.2 -0.5 -0.295
P 1.440 2.876 -0.348 1.5 2.1 -0.1 0.909
O 1.330 1.475 -0.776 -0.1 0.6 0.2 -0.494
O 2.896 3.295 0.323 -2.2 0.2 -1.5 -0.362
C 3.592 2.264 0.998 0.0 0.1 -0.2 -0.519
O 1.274 4.019 -1.501 0.2 -1.4 1.4 -0.393
C 2.173 5.118 -1.735 0.1 0.2 0.5 -0.583
H 1.080 2.721 2.641 0.0 0.1 0.0 0.300
H -0.022 1.622 1.761 0.4 -0.2 -0.2 -0.150
H -0.694 2.963 2.506 0.2 0.8 -0.2 0.233
H 4.061 2.785 1.832 0.1 -0.6 0.2 0.229
H 4.317 1.854 0.294 0.1 -0.3 0.3 0.258
H 2.849 1.516 1.275 0.6 -0.3 0.5 0.218
H 2.938 5.228 -0.966 0.0 -0.5 -0.1 0.291
H 1.613 6.051 -1.672 -0.3 -0.2 -0.4 0.269
H 2.634 4.982 -2.713 -0.1 0.1 0.1 0.242
C -0.510 -1.567 -1.898 0.6 0.7 -0.8 -0.645
O -0.448 -1.607 -0.451 -2.0 -2.0 0.4 0.078
P -1.371 -2.797 0.248 1.1 0.2 -2.3 1.104
O -1.139 -2.875 1.706 -0.7 0.2 -0.8 -0.701
O -0.918 -4.127 -0.608 -0.8 0.1 1.5 -0.343
C -1.501 -5.416 -0.156 0.5 0.4 -0.7 -0.631
O -2.844 -2.507 -0.372 2.7 -0.3 0.0 -0.342
C -4.082 -2.848 0.200 -0.5 1.9 0.2 -0.759
H -0.058 -0.638 -2.245 0.4 0.0 0.6 0.210
H -1.499 -1.509 -2.352 -0.3 -0.5 0.7 0.305
H 0.057 -2.392 -2.328 -0.1 -0.1 0.2 0.289
H -0.916 -5.872 0.642 -0.1 0.5 0.2 0.270
H -1.437 -6.116 -0.990 0.1 0.3 -0.2 0.257
H -2.559 -5.328 0.089 0.1 0.2 0.2 0.278
H -4.758 -3.259 -0.550 0.5 -1.1 0.2 0.233
H -4.512 -1.852 0.303 -0.5 -0.1 0.9 0.308
H -3.901 -3.317 1.167 -0.7 -0.3 -0.2 0.378
```
Forces are in eV/Å.

As for the spin multiplicity: 2. The HOMO-LUMO gap (spin up / spin down) is 3.5 / 11.1 eV. As for the expectation value of S²: 0.7503. The total charge is 0. The value obtained for the total energy is -2124.0659 Eh.


(2)
Density functional theory data (wB97M-V/def2-TZVPD) for a cluster of 2 separate species, C3H6FNO3 in total.

XYZ file:
```
14
Properties=species:S:1:pos:R:3:forces:R:3:mulliken_charge:R:1
C -0.127 2.444 1.473 -0.5 0.1 -4.1 0.469
C -0.451 -3.596 0.775 -2.1 0.6 1.1 -0.553
C -0.033 2.800 -1.288 -1.0 -0.3 3.4 0.368
N -0.066 2.560 0.290 0.5 0.1 -2.4 -0.288
O -0.336 2.251 2.578 0.0 -0.3 3.6 -0.434
O 0.548 1.776 -1.958 1.5 1.2 0.1 -0.444
O 0.954 -3.480 0.851 -0.4 0.3 -0.6 -0.457
F 0.669 3.925 -1.407 0.7 0.8 -0.5 -0.251
H -0.694 -3.551 -0.277 -0.7 0.3 -0.3 0.242
H -0.983 -2.748 1.373 0.8 -1.4 -1.1 0.194
H -0.902 -4.553 1.079 0.7 0.1 0.4 0.237
H -1.090 3.047 -1.529 0.8 -0.9 -0.2 0.230
H 0.980 -2.913 0.066 1.6 0.0 0.5 0.336
H 1.530 2.038 -2.026 -2.0 -0.8 0.2 0.350
```
Forces are in eV/Å.

The HOMO-LUMO gap is 10.8 eV. The total charge is 0. As for the SMILES: O=C=N[C@H](O)F.CO. As for the energy above the lowest of the compared OMol25 structures with the same formula, charge and spin: 1.238 eV. The value obtained for the total energy is -498.1921 Eh.


(3)
Density functional theory data (wB97M-V/def2-TZVPD) for a structure of composition C19H19Cl3N3O2SSbScSe4.

XYZ file:
```
53
Properties=species:S:1:pos:R:3:forces:R:3:mulliken_charge:R:1
Sc -0.211 0.330 0.784 0.1 1.0 -1.0 0.306
N 3.806 -0.919 0.374 0.0 0.0 -0.1 -0.284
C 2.491 -0.814 0.590 -0.2 0.1 0.1 0.646
O 1.882 0.230 0.286 0.6 -0.3 0.3 -0.096
C 1.742 -1.963 1.207 0.0 0.0 0.1 -0.543
C 0.514 -1.431 1.957 0.2 -0.3 0.2 -1.169
H 4.283 -0.195 -0.143 0.0 0.0 0.0 0.125
H 4.280 -1.779 0.575 0.0 0.0 0.0 0.184
H 2.439 -2.571 1.799 0.0 0.0 0.0 0.335
H 1.423 -2.591 0.366 0.0 0.0 0.0 0.274
H 0.814 -1.155 2.977 0.0 0.1 0.0 0.303
H -0.222 -2.232 2.059 0.0 0.0 0.0 0.368
Se -3.508 3.175 -0.694 0.0 0.0 -0.1 -0.693
Sb -2.233 1.491 -1.892 -0.5 0.2 -0.3 0.660
Se -2.156 -0.582 -0.453 -0.7 -0.8 0.4 -0.517
Se -2.841 0.764 -4.111 0.1 0.1 0.1 -0.680
Se 0.176 1.914 -1.554 0.5 0.1 -0.1 -0.477
Cl 5.777 1.556 -1.421 0.0 0.0 0.0 -0.248
C 4.686 2.806 -0.866 0.1 -0.1 0.0 0.248
C 3.708 3.280 -1.719 -0.1 0.1 0.0 -0.978
C 2.867 4.277 -1.257 0.0 0.0 0.0 -0.230
C 2.976 4.796 0.030 0.0 0.0 -0.1 0.227
C 2.017 5.890 0.452 0.0 0.1 0.0 -1.001
C 0.556 5.470 0.324 -0.1 0.0 0.1 -1.053
N 0.154 4.399 1.227 0.1 -0.1 -0.1 0.519
C -1.085 4.333 1.839 0.0 0.0 0.0 -0.161
C -1.255 3.049 2.226 0.0 0.0 -0.1 -0.844
N -0.151 2.310 1.848 0.1 0.0 0.5 -0.406
C 0.668 3.157 1.243 -0.2 0.0 0.2 -0.450
O 2.130 7.026 -0.404 0.1 0.0 0.0 -0.395
C 3.113 7.972 -0.014 -0.1 0.0 0.1 -0.962
C 4.525 7.477 -0.142 0.0 -0.1 -0.1 0.260
C 5.483 7.548 0.820 0.0 0.1 0.1 0.607
Cl 5.335 8.273 2.374 0.0 0.0 0.0 -0.215
S 6.970 6.831 0.352 0.0 -0.1 0.0 -0.212
C 6.314 6.408 -1.178 0.0 0.0 0.0 -0.498
C 5.031 6.821 -1.309 0.0 0.0 0.0 -0.479
C 3.951 4.262 0.860 0.1 0.0 0.1 1.462
Cl 4.112 4.795 2.510 0.0 0.0 0.0 -0.212
C 4.823 3.274 0.427 0.0 0.0 -0.1 -0.997
H 3.576 2.866 -2.708 0.0 0.0 0.0 0.473
H 2.090 4.647 -1.913 0.0 0.0 0.0 0.482
H 2.215 6.188 1.485 0.0 0.0 0.0 0.816
H 0.332 5.146 -0.695 0.0 0.1 0.0 0.235
H -0.051 6.342 0.558 -0.1 0.0 0.0 0.423
H -1.745 5.182 1.856 0.0 0.0 0.0 0.467
H -2.120 2.594 2.674 0.0 0.0 0.0 0.408
H 1.613 2.890 0.809 0.0 0.0 0.0 0.840
H 2.930 8.299 1.015 0.0 0.0 0.0 0.465
H 2.958 8.829 -0.672 0.0 0.0 0.0 0.297
H 6.914 5.874 -1.897 0.0 0.0 0.0 0.442
H 4.428 6.642 -2.187 0.0 0.0 0.0 0.455
H 5.582 2.883 1.088 0.0 0.0 0.0 0.472
```
Forces are in eV/Å.

The HOMO-LUMO gap is 5.3 eV. The total charge is -1. As for the energy above the lowest of the compared OMol25 structures with the same formula, charge and spin: 0.442 eV. The value obtained for the total energy is -13435.8895 Eh.


no.,strongest force on any atom (Eh/bohr)
1,0.0561
2,0.0809
3,0.0268